Entry i
The following is a DFT calculation (ωB97M-V with the def2-TZVPD basis set) of a cluster of 15 separate species, H30O15 in total.

Cartesian coordinates (Å):
O (2.7019, -1.8270, 0.6758)
H (2.1579, -1.7480, 1.4768)
H (2.3159, -1.3490, -0.0422)
O (-2.6281, 1.3270, 1.7218)
H (-1.7641, 1.1750, 1.4458)
H (-2.8821, 2.2330, 1.4568)
O (1.5479, -1.2440, -1.5672)
H (0.7239, -0.7490, -1.7962)
H (1.2919, -2.0870, -1.9202)
O (-2.1461, -2.7560, -2.0662)
H (-3.0891, -2.7180, -1.7872)
H (-1.5191, -2.7360, -1.3002)
O (-0.9341, -1.5010, 2.8228)
H (-1.6891, -1.1030, 3.2938)
H (-0.8691, -1.0460, 1.9538)
O (-0.0911, 0.1570, 0.6118)
H (-0.3161, -0.4280, -0.1002)
H (-0.0761, 1.0180, 0.1028)
O (-0.7801, -2.7650, 0.1928)
H (-1.2221, -3.1410, 0.9088)
H (0.0139, -3.3290, 0.1738)
O (-0.2951, 2.4570, -0.7092)
H (-1.1271, 2.5710, -1.0622)
H (-0.0881, 3.3210, -0.3622)
O (2.4499, 1.4760, 0.1988)
H (3.0139, 1.4730, 0.9728)
H (1.7229, 0.9210, 0.5038)
O (-3.5891, -0.4630, -0.1662)
H (-3.1851, 0.1690, 0.4328)
H (-3.5431, -0.2370, -1.0842)
O (0.6669, 1.9050, 2.7098)
H (-0.0281, 1.6840, 3.2618)
H (1.1949, 1.1600, 2.8148)
O (1.6469, -0.7200, 2.9708)
H (2.1389, -1.1010, 3.6598)
H (0.7719, -1.1790, 3.0158)
O (2.5529, 1.2820, -2.4802)
H (2.2769, 0.3540, -2.6442)
H (2.3199, 1.3940, -1.5642)
O (0.7079, 2.9820, -3.0942)
H (1.4659, 2.4230, -3.2402)
H (0.3689, 2.6050, -2.3152)
O (-0.5441, 0.0480, -2.3632)
H (-0.1961, 0.2380, -3.2212)
H (-1.4491, -0.1450, -2.4932)

The total charge is 0. The molar mass comes out at 270.2 g mol⁻¹. The calculation puts the gap between HOMO and LUMO at 9.86 eV.

Partial atomic charges computed with the Mulliken method, in multiples of e:
1 O -0.697
2 H 0.325
3 H 0.441
4 O -0.713
5 H 0.415
6 H 0.304
7 O -0.638
8 H 0.175
9 H 0.306
10 O -0.686
11 H 0.287
12 H 0.444
13 O -0.798
14 H 0.321
15 H 0.215
16 O 0.297
17 H -0.072
18 H 0.280
19 O -0.637
20 H 0.263
21 H 0.286
22 O -0.549
23 H 0.237
24 H 0.216
25 O -0.690
26 H 0.356
27 H 0.160
28 O -0.632
29 H 0.296
30 H 0.266
31 O -0.580
32 H 0.285
33 H 0.308
34 O -0.693
35 H 0.249
36 H 0.469
37 O -0.702
38 H 0.373
39 H 0.394
40 O -0.698
41 H 0.482
42 H 0.377
43 O -0.504
44 H 0.305
45 H 0.157

***

Entry ii
The following is a DFT calculation (ωB97M-V with the def2-TZVPD basis set) of a cluster of 15 separate species, H30O15 in total.

Cartesian coordinates (Å):
H (-0.2882, 0.1685, -0.6685)
H (0.7005, -0.9786, -0.8620)
H (4.8855, 1.0260, 0.9636)
H (5.4802, 0.1774, -0.0256)
H (4.6849, -2.0935, 1.4366)
H (3.3289, -1.4554, 1.9036)
H (-0.9918, -3.1671, 3.3650)
H (-2.5979, -3.3612, 3.0789)
H (0.1389, -1.9466, 1.0967)
H (1.0091, -3.0081, 0.3443)
H (-2.6981, 2.0809, -3.6888)
H (-2.1968, 3.1685, -2.6268)
H (-2.3109, -2.7298, -1.3526)
H (-3.6276, -3.4524, -1.7253)
H (2.8024, 2.2393, 2.2652)
H (3.3006, 2.5723, 0.9471)
H (2.9866, -0.5440, -1.4736)
H (2.0548, 0.5217, -1.0196)
H (-4.1970, 0.8161, 1.7692)
H (-4.3776, 1.3352, 0.3154)
H (-0.7841, -1.2827, -3.2014)
H (0.4596, -0.9693, -2.5364)
H (1.0892, 1.7816, -2.2289)
H (0.7970, 2.4969, -1.0585)
H (1.9872, 0.2685, 2.4960)
H (1.3043, -0.0733, 3.7668)
H (-2.6915, 2.5052, 1.9708)
H (-1.5335, 1.8376, 1.3103)
H (-4.5031, -0.7197, -3.6880)
H (-4.0824, -0.2753, -2.2204)
O (-0.0523, -0.7643, -0.3180)
O (4.6337, 0.4410, 0.2578)
O (4.2603, -1.2285, 1.6057)
O (-1.8072, -2.8194, 2.8863)
O (0.2254, -2.8332, 0.9041)
O (-2.0898, 2.8785, -3.5519)
O (-3.1330, -2.9345, -1.0701)
O (2.8276, 1.8705, 1.4194)
O (2.9967, 0.3490, -1.0545)
O (-4.0352, 1.6042, 1.1773)
O (-0.5218, -0.9804, -2.3623)
O (0.9933, 2.7023, -1.9245)
O (1.5740, 0.6855, 3.2140)
O (-2.0855, 1.8011, 2.1762)
O (-3.8024, -0.3893, -3.1912)

The total charge is 0. The molar mass comes out at 270.2 g mol⁻¹. The calculation puts the gap between HOMO and LUMO at 9.01 eV.

Partial atomic charges computed with the Mulliken method, in multiples of e:
1 H 0.279
2 H 0.109
3 H 0.265
4 H 0.201
5 H 0.278
6 H 0.248
7 H 0.301
8 H 0.288
9 H 0.311
10 H 0.240
11 H 0.330
12 H 0.299
13 H 0.285
14 H 0.303
15 H 0.233
16 H 0.261
17 H 0.279
18 H 0.160
19 H 0.336
20 H 0.283
21 H 0.236
22 H 0.296
23 H 0.351
24 H 0.286
25 H 0.325
26 H 0.294
27 H 0.347
28 H 0.272
29 H 0.279
30 H 0.323
31 O -0.416
32 O -0.447
33 O -0.516
34 O -0.587
35 O -0.595
36 O -0.623
37 O -0.598
38 O -0.503
39 O -0.459
40 O -0.615
41 O -0.505
42 O -0.570
43 O -0.628
44 O -0.636
45 O -0.600

***

Entry iii
The following is a DFT calculation (ωB97M-V with the def2-TZVPD basis set) of a cluster of 15 separate species, H30O15 in total.

Cartesian coordinates (Å):
O (0.1356, 0.8188, 3.6633)
H (-0.1684, 0.3978, 4.5483)
H (0.5336, 0.1158, 3.1413)
O (-2.2534, 0.1728, 1.8753)
H (-2.2744, -0.2062, 2.7553)
H (-2.3714, 1.0768, 2.0643)
O (2.6026, 1.7928, -0.6717)
H (1.7176, 1.4558, -0.5577)
H (2.4986, 2.6658, -0.3737)
O (-1.0234, -1.5472, -1.2817)
H (-0.4314, -1.8332, -0.5407)
H (-1.8974, -1.5922, -0.9247)
O (1.3096, -2.7212, -0.1107)
H (1.3406, -2.4262, 0.7853)
H (1.4806, -3.6672, 0.0233)
O (1.2896, 3.1358, 2.2483)
H (0.6196, 3.0128, 1.5923)
H (2.0866, 3.6008, 1.8553)
O (-3.0254, 0.8778, -1.3537)
H (-2.3264, 0.9758, -1.9917)
H (-3.5454, 0.1018, -1.6277)
O (1.3396, -1.5962, 2.7963)
H (0.4326, -1.9802, 2.8703)
H (1.8556, -1.6672, 3.6113)
O (-0.5034, 3.0288, 0.0173)
H (-1.0314, 3.4078, -0.6517)
H (-0.5034, 2.0528, -0.0327)
O (1.7336, -0.7642, -1.9787)
H (1.3986, -1.0052, -2.8177)
H (1.8536, -1.6462, -1.6327)
O (-0.7664, 1.2738, -2.7307)
H (-0.7184, 1.1528, -3.7097)
H (-0.3814, 2.1398, -2.6517)
O (0.1666, 0.4108, 0.2443)
H (-0.3204, 0.0418, 0.9373)
H (-0.2724, 0.1308, -0.5537)
O (-2.8394, -2.3092, 0.7163)
H (-2.5944, -1.4852, 1.0693)
H (-3.6904, -2.4642, 1.1063)
O (-0.6964, -1.3682, -3.9477)
H (-0.4504, -0.5402, -4.3427)
H (-0.8594, -1.1932, -3.0177)
O (3.5836, -0.7502, 0.2163)
H (4.1346, -0.8292, -0.5517)
H (2.8336, -0.2472, -0.0827)

The total charge is 0. The molar mass comes out at 270.2 g mol⁻¹. The calculation puts the gap between HOMO and LUMO at 9.61 eV.

Partial atomic charges computed with the Mulliken method, in multiples of e:
1 O -0.592
2 H 0.288
3 H 0.340
4 O -0.675
5 H 0.265
6 H 0.258
7 O -0.650
8 H 0.211
9 H 0.273
10 O -0.634
11 H 0.273
12 H 0.206
13 O -0.538
14 H 0.277
15 H 0.235
16 O -0.585
17 H 0.325
18 H 0.282
19 O -0.634
20 H 0.396
21 H 0.296
22 O -0.694
23 H 0.338
24 H 0.278
25 O -0.727
26 H 0.301
27 H 0.281
28 O -0.470
29 H 0.251
30 H 0.268
31 O -0.559
32 H 0.209
33 H 0.225
34 O 0.546
35 H -0.212
36 H 0.347
37 O -0.620
38 H 0.376
39 H 0.309
40 O -0.620
41 H 0.257
42 H 0.361
43 O -0.628
44 H 0.304
45 H 0.263

***

According to the calculations, the structures order from most to least stable as entry i, entry iii, entry ii.

***

Entry i
The following is a DFT calculation (ωB97M-V with the def2-TZVPD basis set) of the ion C6H7Cl2O3S with charge -1.

Cartesian coordinates (Å):
C (0.2521, 0.2828, -1.8071)
C (0.2670, 0.5685, 0.9530)
C (0.5964, -0.2069, -0.3748)
C (1.6705, 0.3394, 0.5153)
C (-0.2987, 1.9904, 0.8188)
C (-1.5893, -1.8167, -0.4442)
O (0.0545, 1.4975, -1.9714)
O (0.0893, -0.7441, -2.5196)
O (0.5095, -2.5776, 0.7995)
S (0.2358, -2.0254, -0.5153)
Cl (2.6611, 1.7000, 0.1516)
Cl (2.6485, -0.8069, 1.6003)
H (-0.1164, 0.0139, 1.8573)
H (0.3681, 2.8587, 1.2248)
H (-1.2877, 2.2520, 1.2864)
H (-0.3175, 2.2246, -0.2843)
H (-1.8520, -2.7941, 0.1059)
H (-2.0438, -1.8581, -1.4397)
H (-1.8474, -0.8979, 0.0435)

The total charge is -1. The molar mass comes out at 230.1 g mol⁻¹. The calculation puts the gap between HOMO and LUMO at 8.18 eV.

Partial atomic charges computed with the Mulliken method, in multiples of e:
1 C 0.412
2 C -0.124
3 C -0.039
4 C 0.760
5 C -1.205
6 C -0.879
7 O -0.738
8 O -0.696
9 O -0.650
10 S 0.420
11 Cl -0.194
12 Cl -0.212
13 H 0.372
14 H 0.271
15 H 0.320
16 H 0.296
17 H 0.295
18 H 0.302
19 H 0.289

***

Entry ii
The following is a DFT calculation (ωB97M-V with the def2-TZVPD basis set) of the ion C6H7Cl2O3S with charge -1.

Cartesian coordinates (Å):
C (0.0729, 0.8663, -1.3663)
C (0.6621, 0.2960, 1.0910)
C (-0.0868, -0.0123, -0.1833)
C (2.1953, 0.1500, 1.0180)
C (0.1541, 1.6984, 1.5810)
C (-1.9659, -1.6600, -1.4518)
O (-0.0484, 2.0849, -1.3946)
O (0.3151, 0.1609, -2.3658)
O (-0.4184, -2.3360, 0.8044)
S (-0.3200, -1.6784, -0.5370)
Cl (2.9308, 1.2908, -0.0647)
Cl (2.8568, -1.4343, 0.8336)
H (0.4470, -0.5066, 1.8950)
H (0.5880, 1.9894, 2.5435)
H (-0.9633, 1.7856, 1.7085)
H (0.4586, 2.3744, 0.7451)
H (-1.6451, -1.7084, -2.4735)
H (-2.6579, -0.7995, -1.2672)
H (-2.5751, -2.5610, -1.1160)

The total charge is -1. The molar mass comes out at 230.1 g mol⁻¹. The calculation puts the gap between HOMO and LUMO (alpha / beta) at 7.45 / 6.98 eV.

Partial atomic charges computed with the Mulliken method, in multiples of e:
1 C 0.426
2 C 0.186
3 C 0.217
4 C 0.016
5 C -1.338
6 C -0.963
7 O -0.717
8 O -0.725
9 O -0.678
10 S 0.466
11 Cl -0.149
12 Cl -0.136
13 H 0.411
14 H 0.383
15 H 0.308
16 H 0.344
17 H 0.321
18 H 0.289
19 H 0.340

***

According to the calculations, the structures order from most to least stable as entry i, entry ii.